Entry a
Here is a 2-piece molecular cluster, C2H5NO overall from the OMol25 dataset. Energies are from the ωB97M-V functional and the def2-TZVPD basis.

Structure (XYZ):
```
9
Properties=species:S:1:pos:R:3
C -0.75 -0.57 -0.11
C -0.33 0.80 0.03
N 1.89 0.56 -0.04
O 2.00 -0.61 0.02
H -1.32 -0.91 0.72
H -1.23 -0.88 -0.96
H 0.11 -1.22 0.13
H -0.23 1.21 0.94
H -0.13 1.62 -0.73
```

M in g mol⁻¹: 59.1
Multiplicity: 1
Frontier orbital gap (spin up / spin down) in eV: 8.0 / 8.2

Atomic partial charges in e from the Mulliken method, atoms 1 to 2: number 1, C, carries -0.80; number 2, C, carries -0.55

Entry b
Here is a 2-piece molecular cluster, C2H5NO overall from the OMol25 dataset. Energies are from the ωB97M-V functional and the def2-TZVPD basis.

Structure (XYZ):
```
9
Properties=species:S:1:pos:R:3
C 1.53 0.09 0.27
N 1.02 -1.04 0.01
H 0.96 0.94 0.72
H 2.50 0.44 -0.14
H 1.27 -1.84 0.57
O -2.02 0.71 0.75
C -1.82 0.35 -0.38
H -1.37 -0.62 -0.53
H -2.08 0.96 -1.26
```

M in g mol⁻¹: 59.1
Structure (SMILES): C=N.C=O
Multiplicity: 1
Frontier orbital gap in eV: 8.6

Atomic partial charges in e from the Mulliken method, atoms 1 to 2: number 1, C, carries -0.16; number 2, N, carries -0.48

Relative energies with respect to the most stable structure, expressed in eV: entry a 0.993; entry b 0.000.

Entry a
Here is a 2-piece molecular cluster, C5H14NO2 overall from the OMol25 dataset. Energies are from the ωB97M-V functional and the def2-TZVPD basis.

Structure (XYZ):
```
22
Properties=species:S:1:pos:R:3
C -2.15 -0.32 -1.20
C 1.81 -1.28 -0.39
C 0.98 1.16 -0.50
C -1.70 -0.63 0.18
C 0.84 -0.23 0.16
N 0.84 -0.18 1.55
O -0.09 1.93 0.02
O -1.67 0.23 1.22
H -1.99 0.66 -1.61
H -3.26 -0.41 -1.33
H -1.67 -1.12 -1.68
H 2.83 -0.81 -0.41
H 1.71 -2.23 0.11
H 1.61 -1.53 -1.40
H 1.94 1.58 -0.21
H 0.77 1.18 -1.66
H -1.51 -1.68 0.53
H 1.56 0.52 2.00
H 0.99 -1.08 2.06
H -0.30 0.18 1.96
H 0.03 2.84 -0.23
H -1.57 1.21 0.83
```

M in g mol⁻¹: 120.2
Multiplicity: 1
Frontier orbital gap (spin up / spin down) in eV: 8.1 / 7.8
Total charge: +1

Atomic partial charges in e from the Mulliken method, atoms 1 to 2: number 1, C, carries -0.99; number 2, C, carries -1.46

Entry b
Here is a 2-piece molecular cluster, C5H14NO2 overall from the OMol25 dataset. Energies are from the ωB97M-V functional and the def2-TZVPD basis.

Structure (XYZ):
```
22
Properties=species:S:1:pos:R:3
O -2.04 1.03 0.83
C -0.96 0.66 1.23
C -0.01 -0.07 0.32
C 1.32 0.79 0.25
C 2.50 -0.18 0.40
C 1.36 1.76 -0.92
N -0.71 -0.18 -1.00
H -0.59 1.03 2.19
H 0.27 -1.07 0.63
H 1.28 1.30 1.20
H 3.46 0.34 0.39
H 2.53 -0.93 -0.39
H 2.47 -0.63 1.39
H 0.66 2.57 -0.69
H 1.20 1.32 -1.90
H 2.32 2.25 -0.93
H -0.06 -0.21 -1.78
H -1.26 -1.06 -0.97
H -1.37 0.60 -1.06
H -0.91 -3.44 -1.12
H -1.54 -3.47 0.25
O -1.49 -2.92 -0.54
```

M in g mol⁻¹: 120.2
Multiplicity: 1
Frontier orbital gap in eV: 11.5
Total charge: +1

Atomic partial charges in e from the Mulliken method, atoms 1 to 2: number 1, O, carries -0.48; number 2, C, carries -0.06

Entry c
Here is a 3-piece molecular cluster, C5H14NO2 overall from the OMol25 dataset. Energies are from the ωB97M-V functional and the def2-TZVPD basis.

Structure (XYZ):
```
22
Properties=species:S:1:pos:R:3
C -0.37 3.10 -0.96
C 0.53 1.85 -0.98
C 0.13 0.90 0.08
C -0.23 -0.35 -0.12
N -0.31 -1.34 0.87
C -0.53 -2.58 0.63
H 0.06 4.01 -1.34
H -1.33 2.93 -1.36
H -0.54 3.30 0.10
H 0.54 1.39 -1.96
H 1.60 2.06 -0.88
H 0.18 1.27 1.11
H -0.48 -0.64 -1.13
H 0.01 -1.15 1.85
H -0.71 -2.90 -0.39
H -0.49 -3.31 1.43
H -0.16 -3.12 -3.01
H 1.03 -2.55 -2.29
O 0.31 -3.18 -2.17
H 0.97 -0.11 3.66
H -0.25 0.67 3.42
O 0.04 -0.25 3.46
```

M in g mol⁻¹: 120.2
Multiplicity: 1
Frontier orbital gap in eV: 9.4
Total charge: +1

Atomic partial charges in e from the Mulliken method, atoms 1 to 2: number 1, C, carries -1.16; number 2, C, carries -0.54

Relative energies with respect to the most stable structure, expressed in eV: entry a 3.929; entry b 0.000; entry c 0.894.

Entry a
Here is C5H14NO2 as an isolated structure from the OMol25 dataset. Energies are from the ωB97M-V functional and the def2-TZVPD basis.

Structure (XYZ):
```
22
Properties=species:S:1:pos:R:3
O -0.03 -0.82 2.94
C 1.26 0.02 1.96
C 0.40 0.68 0.84
N 0.91 1.50 -0.17
C -1.53 -0.87 -2.07
C -1.50 -0.20 -0.69
C -0.30 -0.51 0.14
H 0.92 -1.00 2.60
H 2.23 -0.38 1.62
H 1.47 0.72 2.78
H -0.46 1.14 1.37
H -0.64 -0.37 -2.57
H 1.67 2.18 -0.06
H -2.55 -0.78 -2.51
H -1.20 -2.00 -1.95
H -1.50 0.91 -0.82
H -2.45 -0.66 -0.20
H 0.49 -1.14 -0.36
H -0.61 -1.15 1.00
H 1.10 0.25 -3.17
H 1.00 1.02 -1.10
O 0.50 0.20 -2.40
```

M in g mol⁻¹: 120.2
Multiplicity: 1
Frontier orbital gap in eV: 4.8
Total charge: +1

Atomic partial charges in e from the Mulliken method, atoms 1 to 2: number 1, O, carries -0.48; number 2, C, carries -0.79

Entry b
Here is a 2-piece molecular cluster, C5H14NO2 overall from the OMol25 dataset. Energies are from the ωB97M-V functional and the def2-TZVPD basis.

Structure (XYZ):
```
22
Properties=species:S:1:pos:R:3
O 2.61 0.25 1.22
C 1.53 0.74 1.05
C 0.62 0.19 -0.15
C -0.75 -0.28 0.22
C -1.70 0.98 0.28
C -2.42 1.28 1.57
N 1.56 -0.98 -0.69
H 0.93 1.43 1.66
H 0.59 0.89 -1.00
H -0.89 -0.87 1.13
H -1.15 -0.84 -0.63
H -1.21 1.87 -0.11
H -2.41 0.79 -0.57
H -2.37 2.28 1.98
H -2.06 0.65 2.42
H -3.48 1.03 1.56
H 2.54 -0.72 -0.78
H 1.47 -1.69 0.03
H 1.17 -1.25 -1.60
H -1.74 -1.61 -2.94
H -0.31 -2.14 -3.16
O -0.84 -1.56 -2.59
```

M in g mol⁻¹: 120.2
Multiplicity: 1
Frontier orbital gap in eV: 11.0
Total charge: +1

Atomic partial charges in e from the Mulliken method, atoms 1 to 2: number 1, O, carries -0.46; number 2, C, carries 0.15

Relative energies with respect to the most stable structure, expressed in eV: entry a 10.348; entry b 0.000.

Entry a
Here is C2H2I4 as an isolated structure from the OMol25 dataset. Energies are from the ωB97M-V functional and the def2-TZVPD basis.

Structure (XYZ):
```
8
Properties=species:S:1:pos:R:3
C 1.02 -0.25 0.22
C -0.79 0.01 -0.08
I 1.97 1.66 0.29
I -1.97 -1.69 0.60
I -0.77 0.13 -2.19
I -1.70 1.88 0.76
H 1.29 -0.85 -0.70
H 0.95 -0.88 1.11
```

M in g mol⁻¹: 533.7
Multiplicity: 1
Frontier orbital gap in eV: 8.1

Atomic partial charges in e from the Mulliken method, atoms 1 to 2: number 1, C, carries -0.83; number 2, C, carries -0.74

Entry b
Here is C2H2I4 as an isolated structure from the OMol25 dataset. Energies are from the ωB97M-V functional and the def2-TZVPD basis.

Structure (XYZ):
```
8
Properties=species:S:1:pos:R:3
C -0.26 -0.45 0.16
C -2.29 0.07 0.02
I -0.29 -2.53 -0.06
I -2.33 2.20 -0.29
I -2.89 -0.31 2.03
I -3.19 -1.01 -1.49
H -0.06 -0.02 1.15
H 0.35 -0.19 -0.76
```

M in g mol⁻¹: 533.7
Multiplicity: 1
Frontier orbital gap in eV: 8.1

Atomic partial charges in e from the Mulliken method, atoms 1 to 2: number 1, C, carries -0.80; number 2, C, carries -0.79

Relative energies with respect to the most stable structure, expressed in eV: entry a 0.000; entry b 0.768.

Entry a
Here is a 3-piece molecular cluster, C3H11N2 overall from the OMol25 dataset. Energies are from the ωB97M-V functional and the def2-TZVPD basis.

Structure (XYZ):
```
16
Properties=species:S:1:pos:R:3
N -0.24 -1.01 0.60
C 0.51 0.17 0.32
C 1.48 0.58 1.48
C -0.49 1.29 0.02
N 0.46 2.17 -0.54
H -7.06 -13.36 -8.71
H -1.17 -0.88 1.00
H 0.11 -1.96 0.54
H 1.15 0.04 -0.57
H 2.15 -0.26 1.60
H 1.04 0.73 2.48
H 1.97 1.45 1.09
H -1.23 0.93 -0.76
H -0.91 1.80 0.93
H -6.92 -12.07 -8.35
H 0.03 3.05 -0.85
```

M in g mol⁻¹: 75.1
Multiplicity: 1
Frontier orbital gap in eV: 3.6
Total charge: +1

Atomic partial charges in e from the Mulliken method, atoms 1 to 2: number 1, N, carries -0.36; number 2, C, carries 0.44

Entry b
Here is C3H11N2 as an isolated structure from the OMol25 dataset. Energies are from the ωB97M-V functional and the def2-TZVPD basis.

Structure (XYZ):
```
16
Properties=species:S:1:pos:R:3
C 1.74 1.47 0.52
C -1.23 -1.70 -1.10
C -0.46 -0.25 0.75
N 0.34 1.54 0.75
N -0.67 -0.39 -0.69
H 1.95 1.15 -0.51
H 2.10 2.50 0.62
H 2.31 0.85 1.22
H -1.37 -1.73 -2.18
H -0.55 -2.50 -0.81
H -2.19 -1.86 -0.62
H -1.37 -0.14 1.32
H 0.28 -0.91 1.16
H 0.15 1.82 1.71
H -1.28 0.38 -0.99
H 0.24 -0.25 -1.15
```

M in g mol⁻¹: 75.1
Multiplicity: 1
Frontier orbital gap in eV: 10.3
Total charge: +1

Atomic partial charges in e from the Mulliken method, atoms 1 to 2: number 1, C, carries -0.79; number 2, C, carries -0.82

Entry c
Here is an isolated ion of composition C3H11N2 and charge +1 from the OMol25 dataset. Energies are from the ωB97M-V functional and the def2-TZVPD basis.

Structure (XYZ):
```
16
Properties=species:S:1:pos:R:3
C 0.44 1.36 -0.43
N -0.96 1.76 -0.54
C 0.64 -0.21 -0.73
N -0.48 -0.92 0.24
C 0.20 -1.76 1.30
H 1.11 1.82 -1.07
H 0.84 1.85 0.50
H -1.36 1.80 -1.51
H -1.43 2.56 -0.03
H 0.44 -0.22 -1.81
H 1.62 -0.52 -0.47
H -1.05 -1.61 -0.37
H -1.22 -0.08 0.43
H 0.13 -1.22 2.25
H -0.26 -2.76 1.23
H 1.35 -1.86 1.02
```

M in g mol⁻¹: 75.1
Structure (SMILES): C[NH2+]CCN
Multiplicity: 1
Frontier orbital gap in eV: 10.8
Total charge: +1

Atomic partial charges in e from the Mulliken method, atoms 1 to 2: number 1, C, carries -0.54; number 2, N, carries -0.59

Relative energies with respect to the most stable structure, expressed in eV: entry a 7.598; entry b 0.693; entry c 0.000.

Entry a
Here is a 2-piece molecular cluster, C3H11N2 overall from the OMol25 dataset. Energies are from the ωB97M-V functional and the def2-TZVPD basis.

Structure (XYZ):
```
16
Properties=species:S:1:pos:R:3
C -1.57 0.63 0.28
C -0.38 -1.46 0.17
C 0.82 0.65 0.12
N 2.01 -0.07 0.04
N -0.37 -0.01 -0.31
H -1.73 0.23 1.35
H -1.58 1.63 0.27
H -2.63 0.34 -0.11
H -1.21 -1.91 -0.42
H 0.63 -1.91 -0.18
H -0.28 -1.57 1.20
H 1.15 2.71 -1.67
H 0.51 1.20 1.15
H 2.96 0.17 0.32
H 2.13 -0.61 -0.85
H -0.46 -0.03 -1.35
```

M in g mol⁻¹: 75.1
Multiplicity: 1
Frontier orbital gap (spin up / spin down) in eV: 10.1 / 8.6
Total charge: +1

Atomic partial charges in e from the Mulliken method, atoms 1 to 2: number 1, C, carries -0.99; number 2, C, carries -0.92

Entry b
Here is an isolated ion of composition C3H11N2 and charge +1 from the OMol25 dataset. Energies are from the ωB97M-V functional and the def2-TZVPD basis.

Structure (XYZ):
```
16
Properties=species:S:1:pos:R:3
N -0.40 0.55 -1.39
C 0.30 0.26 -0.02
C 1.79 0.14 -0.27
C -0.64 -0.80 0.61
N -1.41 -0.15 1.66
H -1.34 0.97 -1.31
H -0.42 -0.33 -1.95
H 0.16 1.12 -2.03
H 0.13 1.17 0.60
H 1.99 -0.71 -0.91
H 2.41 0.05 0.63
H 2.11 1.12 -0.64
H -1.27 -1.23 -0.19
H -0.06 -1.70 0.89
H -2.38 -0.39 1.76
H -0.95 -0.08 2.55
```

M in g mol⁻¹: 75.1
Structure (SMILES): C[C@@H]([NH3+])CN
Multiplicity: 1
Frontier orbital gap in eV: 9.9
Total charge: +1

Atomic partial charges in e from the Mulliken method, atoms 1 to 2: number 1, N, carries -0.43; number 2, C, carries 0.26

Relative energies with respect to the most stable structure, expressed in eV: entry a 5.435; entry b 0.000.